w.
{"formula": "C2H2FLiMgO2", "method": "the ωB97M-V functional and the def2-TZVPD basis", "elements": ["F", "C", "C", "H", "H", "O", "O", "Li", "Mg"], "xyz": [[0.414, -0.183, 1.991], [-0.111, -0.270, 0.672], [-1.473, 0.034, 0.673], [-2.127, -0.540, 0.010], [-1.920, 0.504, 1.563], [1.787, 0.208, -0.463], [1.554, 0.369, -1.940], [1.698, -1.425, -1.564], [0.178, 1.302, -0.942]], "homo_ev": [-6.460, -6.461], "lumo_ev": [-1.090, -1.091], "charge": 0}



x.
{"formula": "C2H2FLiMgO2", "method": "the ωB97M-V functional and the def2-TZVPD basis", "elements": ["F", "C", "C", "H", "H", "O", "O", "Li", "Mg"], "xyz": [[1.782, 1.051, -0.142], [0.720, 0.121, -0.276], [1.197, -1.177, -0.276], [0.665, -1.926, -0.869], [2.232, -1.386, 0.034], [-1.117, 1.536, 0.485], [-2.369, 0.731, 0.730], [-2.313, 1.287, -1.015], [-0.798, -0.237, 1.328]], "homo_ev": -6.736, "lumo_ev": -1.061, "charge": 0}



Short version: x, w, most stable first.



w.
{"formula": "C4H4N2S2", "method": "the ωB97M-V functional and the def2-TZVPD basis", "elements": ["C", "C", "C", "C", "H", "H", "H", "H", "N", "N", "S", "S"], "xyz": [[-1.421, -0.137, 0.206], [1.271, 0.058, 0.132], [0.814, 1.430, 0.091], [0.296, 2.508, 0.016], [-4.308, -0.635, -0.285], [-3.553, 0.489, 0.753], [-1.437, 0.516, 1.040], [-0.017, 3.539, -0.227], [-3.586, 0.181, -0.205], [-2.469, -0.564, -0.393], [0.004, -1.123, 0.206], [2.867, -0.401, -0.191]], "homo_ev": -8.777, "lumo_ev": -1.086, "smiles": "C#CC(=S)S/C=N/N", "charge": 0}



x.
{"formula": "C4H4N2S2", "method": "the ωB97M-V functional and the def2-TZVPD basis", "elements": ["C", "C", "C", "C", "H", "H", "H", "H", "N", "N", "S", "S"], "xyz": [[0.965, 0.387, 1.179], [0.241, 0.231, -0.131], [-1.453, -0.038, -1.634], [-1.283, 0.005, -0.197], [2.316, -1.526, 0.737], [1.877, 0.997, 0.939], [0.275, 0.866, 1.910], [-2.450, -0.264, -2.081], [0.710, 0.326, -1.310], [-0.371, 0.227, -2.262], [1.535, -1.207, 1.864], [-2.361, -0.005, 0.984]], "homo_ev": -9.428, "lumo_ev": -2.360, "smiles": "S=C1C=NN=C1CS", "charge": 0}



y.
{"formula": "C4H4N2S2", "method": "the ωB97M-V functional and the def2-TZVPD basis", "elements": ["C", "C", "C", "C", "N", "N", "S", "S", "H", "H", "H", "H"], "xyz": [[-0.741, 1.040, -0.168], [0.333, 1.961, -0.487], [-0.051, -0.122, 0.136], [-0.482, -1.389, 0.495], [1.524, 1.388, -0.357], [1.289, 0.166, -0.006], [-2.596, -2.485, -0.872], [0.501, -2.727, 0.775], [-1.756, 1.313, -0.309], [-0.009, 3.014, -0.903], [2.158, -0.407, 0.280], [-0.670, -3.532, 0.842]], "homo_ev": [-8.667, -8.440], "lumo_ev": [-1.781, -1.728], "charge": 0}



Short version: x, w, y, most stable first.



w.
{"formula": "F2H4N2P", "method": "the ωB97M-V functional and the def2-TZVPD basis", "elements": ["N", "N", "F", "F", "P", "H", "H", "H", "H"], "xyz": [[-2.051, -0.179, -0.164], [0.219, -0.538, 1.521], [1.464, 1.547, -1.313], [0.290, -1.482, -0.771], [-0.654, -0.626, 0.170], [-2.272, -0.024, -1.150], [1.986, 2.056, -1.962], [1.172, -0.602, 1.227], [-0.154, -0.151, 2.444]], "homo_ev": -16.979, "lumo_ev": -5.546, "charge": 1}



x.
{"formula": "F2H4N2P", "method": "the ωB97M-V functional and the def2-TZVPD basis", "elements": ["N", "N", "F", "F", "P", "H", "H", "H", "H"], "xyz": [[-0.587, -1.383, 0.323], [-0.122, 1.440, -0.324], [1.245, -0.433, -1.346], [1.535, -0.099, 1.026], [0.368, -0.009, -0.092], [-1.553, -1.603, 0.154], [-0.221, -1.881, 1.074], [-1.122, 1.674, -0.363], [0.458, 2.294, -0.451]], "homo_ev": -16.954, "lumo_ev": -4.387, "smiles": "NP(=[NH2+])(F)F", "charge": 1}



Short version: x, w, most stable first.